Computed, not measured: a single C2H4Cl2S molecule in a non-equilibrium geometry, with the ωB97M-V functional and the def2-TZVPD basis.

* structure (SMILES): CC(S)(Cl)Cl
* HOMO-LUMO gap: 10.3 eV
* HOMO level: -9.690 eV
* LUMO level: 0.64 eV

```
! RIJCOSX wB97M-V def2-TZVPD def2/J DEFGRID3
* xyz 0 1
C 0.79 -0.50 -0.46
C -0.26 -0.01 0.52
S -1.67 0.72 -0.34
Cl 0.45 1.12 1.61
Cl -1.02 -1.41 1.41
H 1.22 -1.57 -0.32
H 0.15 -0.58 -1.41
H 1.45 0.30 -0.51
H -1.11 1.93 -0.53
*
```

***

Computed, not measured: a gas-phase ion, C9H12NO2 (charge +1) in a non-equilibrium geometry, with the ωB97M-V functional and the def2-TZVPD basis.

* structure (SMILES): CC(=[NH2+])[C@H](O)Oc1ccccc1
* HOMO-LUMO gap: 6.8 eV
* HOMO level: -11.911 eV
* LUMO level: -5.07 eV

```
! RIJCOSX wB97M-V def2-TZVPD def2/J DEFGRID3
* xyz 1 1
C 4.03 -0.27 -0.07
C 3.48 0.71 0.77
C 3.09 -0.95 -0.88
C 2.09 0.80 1.00
C 1.72 -0.90 -0.56
C 1.18 -0.03 0.38
C -1.09 -0.79 0.17
C -2.16 1.30 -0.78
C -2.35 0.04 -0.05
N -3.43 -0.23 0.64
O -1.33 -1.96 0.90
O -0.11 0.11 0.77
H 5.06 -0.44 -0.26
H 4.16 1.40 1.24
H 3.37 -1.72 -1.60
H 1.81 1.62 1.67
H 1.19 -1.56 -1.21
H -0.65 -1.13 -0.81
H -3.26 1.69 -0.87
H -1.42 1.87 -0.21
H -1.56 1.02 -1.69
H -1.39 -1.82 1.83
H -3.57 -1.15 1.17
H -4.23 0.26 0.37
*
```

***

Computed, not measured: a gas-phase ion, C6H12Cl2N5 (charge +1) in a non-equilibrium geometry, with the ωB97M-V functional and the def2-TZVPD basis.

* HOMO-LUMO gap (spin up / spin down): 7.6 / 7.1 eV
* HOMO level (spin up / spin down): -11.530 / -12.473 eV
* LUMO level (spin up / spin down): -3.96 / -5.42 eV
* expectation value of S²: 2.030

```
! RIJCOSX wB97M-V def2-TZVPD def2/J DEFGRID3
* xyz 1 3
C 1.06 -0.64 0.31
C 3.44 -0.52 -0.21
C 3.32 1.81 0.31
C -1.48 -3.00 0.77
C -0.60 2.33 -1.00
C -1.21 -1.51 0.91
N 0.19 -1.38 0.83
N 2.33 -1.11 0.37
N 0.89 0.51 -0.48
N 3.68 0.74 -0.42
N -0.02 1.44 -0.07
Cl 4.47 -1.60 -0.88
Cl 2.37 1.81 1.70
H 3.23 2.72 -0.16
H -2.51 -3.23 0.46
H -0.75 -3.45 0.09
H -1.33 -3.42 1.86
H -0.05 3.23 -1.18
H -0.75 1.89 -1.94
H -1.56 2.82 -0.75
H -1.57 -1.14 1.82
H -1.57 -0.79 0.17
H 2.33 -1.96 0.87
H 4.43 0.93 -1.13
H -0.32 1.59 0.89
*
```

***

Computed, not measured: 2 unconnected molecules or ions with the total composition C17H11BrF3N2O2 in a non-equilibrium geometry, with the ωB97M-V functional and the def2-TZVPD basis.

* HOMO-LUMO gap: 5.7 eV
* HOMO level: -3.807 eV
* LUMO level: 1.92 eV

```
! RIJCOSX wB97M-V def2-TZVPD def2/J DEFGRID3
* xyz -1 1
F -3.98 2.27 -3.93
C -2.66 2.47 -3.62
F -2.01 2.81 -4.78
F -2.63 3.58 -2.80
C -2.04 1.28 -2.94
C -0.66 1.08 -3.03
C -0.07 0.06 -2.30
C -0.82 -0.77 -1.39
C -0.22 -1.67 -0.44
C -0.98 -2.82 -0.12
N -1.52 -3.83 0.13
C -2.24 -0.62 -1.47
C -2.84 0.42 -2.18
H -0.06 1.73 -3.67
H 1.01 -0.10 -2.39
H 0.87 -1.80 -0.54
H -2.90 -1.31 -0.92
H -3.92 0.58 -2.14
Br 4.06 3.78 1.55
C 2.98 2.26 1.78
C 1.63 2.39 2.16
C 0.82 1.26 2.25
C 1.32 -0.04 1.94
C 0.43 -1.21 1.91
C 0.90 -2.45 2.30
N 0.04 -3.38 2.91
O 0.37 -4.57 3.14
O -1.08 -2.93 3.26
C 2.70 -0.15 1.67
C 3.51 0.98 1.54
H 1.24 3.38 2.37
H -0.22 1.37 2.57
H -0.62 -0.97 2.17
H 1.92 -2.78 2.19
H 3.12 -1.16 1.54
H 4.55 0.86 1.26
*
```

***

Computed, not measured: a single C24H31NO7 molecule in a non-equilibrium geometry, with the ωB97M-V functional and the def2-TZVPD basis.

* structure (SMILES): COC(=O)CCC(=O)O[C@]1(C)C(=O)C=C2C=C(C3CC3)N(CCCOC(C)C)C=C2C1=O
* HOMO-LUMO gap: 5.9 eV
* HOMO level: -6.897 eV
* LUMO level: -1.01 eV

```
! RIJCOSX wB97M-V def2-TZVPD def2/J DEFGRID3
* xyz 0 1
C 5.07 2.61 0.28
H 6.18 3.02 0.17
H 4.52 3.28 0.81
H 4.67 2.54 -0.85
O 5.07 1.11 0.56
C 6.09 0.48 0.54
O 7.05 0.86 0.13
C 5.98 -0.84 0.87
H 6.82 -1.06 1.51
C 4.75 -1.15 1.77
C 3.41 -0.64 0.97
O 2.34 -0.27 1.30
O 3.62 -1.41 -0.41
C 2.45 -0.91 -1.08
C 1.21 -1.57 -0.48
O 1.19 -2.71 0.23
C 0.08 -0.86 -0.23
C -1.11 -1.23 0.42
N -2.10 -0.35 0.43
C -2.28 0.88 0.12
C -1.22 1.36 -0.71
C -0.06 0.74 -0.64
C 1.16 1.30 -1.32
C 2.34 0.54 -1.33
O 3.42 1.17 -2.18
H 1.23 2.23 -1.73
H -1.21 2.18 -1.01
C -3.48 1.75 0.17
C -3.84 2.26 1.62
C -3.51 3.04 0.33
H -4.37 3.70 -0.24
H -2.65 3.60 0.05
H -2.94 2.32 2.26
H -4.78 2.12 1.91
H -4.42 1.04 -0.23
C -3.32 -0.88 1.13
H -3.00 -1.78 1.68
H -3.97 -0.30 1.84
C -4.24 -1.76 0.06
C -5.80 -1.72 0.61
O -6.13 -0.62 0.77
C -7.40 -0.14 -0.06
C -7.94 1.07 0.22
H -7.13 1.75 0.14
H -8.80 1.45 -0.48
H -7.99 0.96 1.22
C -6.71 -0.22 -1.70
H -5.91 0.52 -1.81
H -7.61 0.24 -2.49
H -6.50 -0.98 -2.05
H -8.02 -0.95 -0.28
H -6.25 -2.43 -0.22
H -5.54 -2.24 1.41
H -4.10 -1.35 -0.80
H -3.74 -2.89 0.00
H -1.03 -2.09 0.94
C 2.60 -1.88 -2.46
H 3.45 -1.48 -2.84
H 1.80 -1.58 -3.03
H 2.86 -2.89 -1.84
H 4.73 -0.55 2.58
H 4.72 -2.16 2.18
H 6.08 -1.50 0.05
*
```

***

Computed, not measured: a molecular structure, C46H40N7PTi, with the ωB97M-V functional and the def2-TZVPD basis.

* HOMO-LUMO gap: 6.6 eV
* HOMO level: -13.082 eV
* LUMO level: -6.47 eV

```
! RIJCOSX wB97M-V def2-TZVPD def2/J DEFGRID3
* xyz 2 1
Ti 0.73 -0.41 -0.67
C 5.35 -0.27 -0.52
C 4.05 -0.23 -1.04
N 2.99 -0.68 -0.40
C 3.20 -1.28 0.82
C 4.47 -1.37 1.42
C 5.55 -0.81 0.72
C 4.60 -2.09 2.64
C 3.53 -2.74 3.16
C 2.26 -2.67 2.54
C 2.09 -1.91 1.42
N 0.92 -1.74 0.66
C -0.02 -2.76 0.40
C -0.69 -3.54 1.30
C -1.54 -4.58 0.87
C -1.68 -4.86 -0.46
C -0.98 -4.10 -1.42
C -0.94 -4.41 -2.80
C -0.12 -3.70 -3.64
C 0.60 -2.62 -3.13
N 0.55 -2.25 -1.86
C -0.18 -3.03 -0.99
H 6.16 0.12 -1.11
H 3.90 0.18 -2.02
H 6.55 -0.85 1.15
H 5.57 -2.15 3.11
H 3.63 -3.33 4.06
H 1.43 -3.20 2.98
H -0.58 -3.35 2.36
H -2.06 -5.17 1.60
H -2.30 -5.69 -0.79
H -1.54 -5.23 -3.18
H -0.03 -3.95 -4.69
H 1.25 -2.04 -3.77
C -4.96 1.37 2.80
C -4.72 0.88 1.52
C -3.41 0.69 1.09
C -2.33 0.99 1.91
C -2.58 1.45 3.21
C -3.89 1.65 3.64
P -0.60 0.80 1.35
C 0.22 0.22 2.88
C -0.39 -0.76 3.66
C 0.21 -1.19 4.83
C 1.43 -0.66 5.23
C 2.05 0.30 4.45
C 1.44 0.74 3.27
C 0.06 2.48 1.13
C -0.32 3.55 1.89
C 0.23 4.83 1.67
C 1.11 5.02 0.64
C 1.49 3.94 -0.20
C 2.28 4.15 -1.35
C 2.53 3.13 -2.22
C 2.07 1.83 -1.91
C 1.36 1.55 -0.77
C 0.99 2.64 0.08
H -5.97 1.52 3.14
H -5.54 0.64 0.87
H -3.25 0.29 0.10
H -1.77 1.65 3.89
H -4.07 2.02 4.64
H -1.37 -1.15 3.38
H -0.29 -1.93 5.45
H 1.89 -0.99 6.15
H 3.00 0.72 4.75
H 1.93 1.51 2.68
H -1.06 3.44 2.67
H -0.07 5.66 2.29
H 1.51 6.00 0.43
H 2.65 5.15 -1.56
H 3.09 3.31 -3.13
H 2.30 1.05 -2.63
C -2.06 -0.59 -2.28
N -3.10 -0.17 -3.18
C -2.52 -0.07 -4.53
N -1.43 0.91 -4.57
C -0.40 0.52 -3.64
N -0.90 0.38 -2.22
C -1.48 1.75 -1.88
N -2.52 2.15 -2.80
C -3.60 1.15 -2.79
C -1.96 2.22 -4.15
H -1.68 -1.55 -2.61
H -2.45 -0.70 -1.27
H -3.30 0.24 -5.23
H -2.14 -1.04 -4.83
H 0.39 1.27 -3.64
H 0.01 -0.44 -3.96
H -0.66 2.47 -1.91
H -1.88 1.71 -0.87
H -4.37 1.46 -3.49
H -4.04 1.10 -1.79
H -1.16 2.96 -4.17
H -2.74 2.53 -4.84
*
```

***

Number 6 is which compound? C46H40N7PTi